A 10-piece molecular cluster, C40H80O10 overall, computed with the ωB97M-V functional and the def2-TZVPD basis.

Calculated values
Charge   0
SMILES   C1CCOC1.C1CCOC1.C1CCOC1.C1CCOC1.C1CCOC1.C1CCOC1.C1CCOC1.C1CCOC1.C1CCOC1.C1CCOC1
Energy relative to the best compared isomer or geometry (same formula, charge and spin)   1.7806 eV
Energy   -63246.390 eV
M   721.1 g/mol
Gap between HOMO and LUMO   9.7012 eV

Last column: Löwdin charge in e.
Element x y z (Å)
C: 3.888 -3.482 2.325  -0.1502
O: -0.493 -2.857 6.510  -0.1251
C: 0.526 -3.346 4.453  -0.1687
H: 2.278 -4.876 -3.204  0.1018
H: -2.636 -5.233 -0.827  0.1132
H: 3.684 -4.253 -0.388  0.1201
H: -2.882 1.914 -4.896  0.1151
H: -0.470 4.486 3.685  0.1073
H: -1.401 6.917 1.074  0.1076
C: 3.249 -4.712 1.701  -0.1665
H: 2.515 4.434 2.008  0.0913
H: -1.911 1.317 -0.390  0.1242
H: 1.181 -1.658 6.851  0.1216
H: 3.784 3.848 -0.473  0.1065
C: 4.559 4.162 2.662  -0.2253
C: -1.097 0.986 -1.051  -0.1995
H: 0.561 0.871 5.066  0.0748
C: 1.936 -2.789 -3.311  -0.1734
H: 4.939 3.222 3.085  0.1129
C: -1.142 -3.628 0.919  -0.1747
O: 1.428 3.900 4.311  -0.1471
H: -0.260 -0.792 6.375  0.1051
H: -0.423 7.361 -0.236  0.1094
H: -3.280 6.948 -0.241  0.1194
H: -1.395 -4.086 5.058  0.1188
H: -5.108 2.443 -5.806  0.1088
H: 3.878 -5.606 1.686  0.1173
H: -2.358 6.540 -1.730  0.1170
H: 1.072 2.036 6.344  0.1164
H: -1.617 -3.078 -1.193  0.0779
C: -0.425 -3.869 5.516  -0.1948
C: 2.523 -2.106 -4.559  -0.1758
H: -3.837 0.853 -3.960  0.0883
H: -4.529 -1.030 -5.850  0.1180
C: -2.000 -2.098 -3.996  -0.1550
C: 4.022 4.527 0.356  -0.1681
H: 3.614 -2.105 -4.619  0.1162
H: -0.091 -0.323 1.374  0.1077
O: 1.991 -2.904 -5.618  -0.1653
C: -5.075 2.449 -4.715  -0.1706
H: -2.145 -3.294 1.190  0.1267
H: -1.075 2.911 6.004  0.1090
C: -2.519 -1.566 -5.338  -0.1527
O: -2.818 5.057 -0.306  -0.1574
C: -1.100 6.567 0.079  -0.1587
H: 3.425 -1.354 1.690  0.1194
C: 1.583 -4.194 -3.710  -0.1690
H: 0.365 5.014 -0.436  0.1091
C: 0.301 -1.712 6.202  -0.2004
C: 1.759 2.534 4.388  -0.2117
H: -5.274 2.834 -2.075  0.1250
H: 1.332 -0.657 0.348  0.0899
H: 0.620 -4.552 -3.347  0.0905
C: -4.023 -1.743 -5.190  -0.2194
C: -0.545 -0.374 -0.695  -0.1613
O: 5.585 4.847 2.018  -0.1307
H: 6.137 3.876 0.281  0.1178
H: -0.004 -3.674 -0.954  0.0982
C: -1.541 -5.182 -0.858  -0.1652
H: -6.063 4.304 -4.055  0.1129
C: 5.498 4.707 0.595  -0.1839
H: -0.136 4.960 1.192  0.0908
C: -3.719 1.917 -4.193  -0.1943
H: -1.398 3.709 -1.147  0.1011
C: 0.052 4.125 4.575  -0.1902
H: 2.157 -1.081 -4.584  0.1169
C: -0.532 2.809 5.068  -0.1445
C: -4.585 3.435 -2.676  -0.1851
H: -1.025 -1.655 -3.792  0.0947
H: -0.022 -6.246 0.174  0.1120
C: -1.657 4.240 -0.231  -0.2093
C: -5.088 3.811 -4.074  -0.1702
C: -3.174 -1.826 -3.037  -0.1831
H: 1.752 1.701 0.350  0.1022
C: -1.046 -5.923 0.396  -0.1992
H: -2.081 -2.064 -6.199  0.1165
H: 3.513 5.431 0.018  0.1068
O: -4.282 -1.420 -3.843  -0.1512
H: -0.179 -1.362 4.126  0.1106
H: 0.300 -3.676 3.442  0.0896
H: 1.968 -4.705 -0.097  0.1022
H: 3.966 -3.459 3.409  0.1101
O: 0.018 1.857 -0.874  -0.1597
H: 2.111 -2.237 2.387  0.0849
H: -1.103 2.262 4.317  0.1092
H: -4.426 -2.715 -5.500  0.1205
C: -2.428 6.405 -0.645  -0.1855
H: 4.875 -3.266 1.904  0.1156
H: -2.963 -1.157 -2.202  0.1039
H: -2.323 -0.492 -5.323  0.1003
H: -1.271 -5.597 -1.829  0.1070
H: -0.018 -0.868 -1.515  0.0970
H: -1.771 -6.703 0.623  0.1197
O: -1.011 -4.966 1.444  -0.1437
H: -4.374 4.488 -4.539  0.1192
H: -0.036 4.895 5.344  0.1191
H: 2.403 -5.030 2.318  0.1108
H: -1.364 1.172 -2.094  0.1212
H: -1.864 3.444 0.487  0.1114
H: -5.829 1.734 -4.387  0.1121
O: -3.398 2.708 -3.034  -0.1533
H: 1.044 -2.303 -2.915  0.0744
H: 1.535 -1.360 4.435  0.1014
H: 2.789 2.404 4.713  0.1220
H: 1.608 2.035 3.418  0.1065
H: 2.689 -2.776 -2.520  0.1032
C: -0.521 5.156 0.188  -0.1544
C: 0.701 1.918 5.323  -0.1508
H: -0.347 -2.933 1.190  0.0990
H: 3.124 2.896 1.494  0.0785
H: 0.960 -4.548 -5.786  0.1134
H: -0.038 -4.797 5.941  0.1173
C: 1.862 -4.294 -5.230  -0.1539
H: -1.815 -3.166 -4.147  0.1077
H: 0.227 1.987 1.136  0.1089
C: 3.008 -2.359 1.766  -0.2018
O: 2.526 -2.849 0.506  -0.1808
C: 2.859 -4.246 0.330  -0.1827
H: -3.496 -2.767 -2.572  0.1105
C: 0.602 -1.848 4.723  -0.1957
H: 5.872 5.614 0.123  0.1173
H: 1.533 -3.687 4.731  0.1116
H: -1.373 -1.048 -0.461  0.0893
H: 2.701 -4.931 -5.503  0.1127
H: -4.343 4.319 -2.089  0.1034
C: 0.425 -0.064 0.447  -0.1381
H: 4.082 4.680 3.500  0.1123
C: 0.699 1.427 0.316  -0.1789
C: -1.033 -3.778 -0.596  -0.1826
C: 3.413 3.937 1.647  -0.1506

A 8-piece molecular cluster, C24H59F9N5O9 overall, computed with the ωB97M-V functional and the def2-TZVPD basis.

Calculated values
Charge   -1
Energy   -76180.944 eV
M   732.7 g/mol
Gap between HOMO and LUMO   7.9778 eV

Last column: Löwdin charge in e.
Element x y z (Å)
C: -2.964 -4.503 4.328  -0.1251
H: -0.483 -2.720 2.047  0.0749
H: 0.497 2.565 -3.184  0.0341
O: -0.525 3.029 -0.261  -0.1883
H: -1.116 5.228 3.057  0.1030
H: 1.305 4.784 -6.750  0.0731
C: -1.868 4.555 2.633  -0.2731
H: 2.714 -2.869 -4.469  0.0853
C: -1.237 -1.347 3.402  -0.4174
C: -3.923 -2.886 -0.232  -0.2042
H: -1.800 -3.930 -1.697  0.0794
C: 0.688 0.948 -4.311  -0.4500
C: 0.758 4.798 0.996  -0.5346
F: 1.937 4.446 0.421  0.1093
H: 4.996 3.605 3.285  0.0708
H: -3.631 -4.275 5.166  0.0815
H: 1.655 -2.345 0.717  0.0235
O: -1.564 4.281 1.280  -0.1104
C: 2.783 -3.558 -0.337  -0.4111
O: -5.105 -2.127 -0.056  -0.1961
H: 2.869 2.534 3.184  0.1136
H: -0.146 2.988 1.738  0.1432
H: -6.740 -1.380 -0.963  0.0842
H: 0.120 3.436 -1.807  0.0722
C: 2.344 -3.028 -1.696  -0.2016
H: 4.204 -1.945 -4.195  0.0838
C: 2.364 0.020 2.396  -0.4468
F: -0.110 -1.241 -4.026  0.1217
C: 3.149 -5.068 -0.330  -0.0668
H: 0.542 4.659 -5.196  0.0486
H: -4.029 4.537 2.381  0.0681
C: 3.278 -2.283 -3.730  -0.1200
H: 3.653 -2.975 -0.014  0.1387
O: 1.863 -0.445 1.228  -0.2266
F: -1.026 -0.175 -5.637  0.1340
H: -3.072 -2.365 2.922  0.1136
H: 2.329 2.793 -5.436  0.1263
H: 4.114 1.431 3.978  0.1085
C: -1.665 0.112 3.348  -0.0387
C: -3.227 5.257 2.557  -0.0810
H: -5.308 -1.382 -2.004  0.0800
C: -0.309 3.674 0.892  -0.4301
H: 2.256 -3.513 1.641  0.0605
H: -6.226 -2.903 -1.633  0.0843
H: -0.817 -0.094 -0.559  0.0577
H: -1.932 3.700 3.314  0.1124
H: 1.383 3.898 -2.749  0.1370
O: 3.443 -3.036 -2.568  -0.1723
H: 1.933 -2.023 -1.554  0.1204
H: -0.877 -2.428 -1.801  0.0566
H: -0.299 3.962 -6.542  0.0804
F: 1.089 5.161 2.259  0.1132
H: -1.858 -1.394 0.669  0.0280
H: 2.651 -1.396 -3.588  0.0675
H: -2.967 -1.882 4.603  0.1219
C: 4.822 2.834 2.533  -0.0820
H: -3.508 -3.182 0.736  0.1120
F: 4.011 -1.496 3.168  0.1236
H: 2.277 -5.712 -0.461  0.0668
H: 5.761 2.296 2.381  0.0708
N: -0.678 -1.726 2.099  0.0469
N: -2.353 -0.941 -0.121  0.0285
O: 0.320 2.160 -4.992  -0.1488
H: -3.182 -0.536 0.308  0.0809
H: -2.299 0.260 2.476  0.0742
O: -1.916 -3.572 4.164  -0.1789
H: -0.741 0.683 3.261  0.0649
H: -4.177 -3.848 -0.691  0.1198
H: -2.149 0.312 4.305  0.0779
N: 1.815 -3.356 0.745  0.0385
H: -0.196 4.115 -3.320  0.1162
H: 0.746 0.118 0.021  0.0645
H: 3.878 -5.358 -1.089  0.0644
N: 0.057 0.451 -0.676  0.2549
C: -5.856 -1.948 -1.252  -0.1021
H: 1.433 0.452 -4.957  0.1469
H: 0.474 0.509 -1.617  0.0686
C: 2.793 -0.979 3.485  -0.5449
C: -2.811 -2.082 -0.941  -0.3998
H: 0.202 -1.232 1.931  0.0387
H: 1.568 -3.678 -2.121  0.1281
H: -0.420 -1.475 4.122  0.1293
H: 4.567 3.246 1.557  0.0706
C: -2.381 -2.284 3.768  -0.1990
C: 0.699 4.120 -6.135  -0.0703
H: 1.601 0.724 2.770  0.1319
N: 0.439 3.526 -2.796  0.2614
F: 2.897 -0.397 4.689  0.1267
H: -3.332 5.989 1.758  0.0718
C: -1.601 -2.981 -1.198  -0.0530
H: -0.215 1.415 -0.449  0.0482
F: 1.965 -2.023 3.641  0.1286
C: 3.754 1.900 3.062  -0.2791
H: -3.201 -1.660 -1.870  0.1169
O: 3.469 0.897 2.092  -0.0866
H: 3.570 -5.346 0.639  0.0635
C: 1.303 2.749 -5.808  -0.2617
F: 0.368 5.906 0.348  0.1317
O: 1.244 1.212 -3.109  -0.1837
H: -1.011 -3.206 -0.307  0.0623
H: 1.372 2.220 -6.766  0.1162
H: -2.387 -5.403 4.540  0.0880
F: -1.531 0.365 -3.605  0.1347
C: -0.507 -0.009 -4.405  -0.5420
H: -3.611 -4.661 3.460  0.0811
H: -3.436 5.746 3.512  0.0646

The molecule C5H9ClN2, computed with the ωB97M-V functional and the def2-TZVPD basis.

Calculated values
Charge   0
SMILES   N[C@]12CCN[C@H]1[C@@H]2Cl
Energy relative to the best compared isomer or geometry (same formula, charge and spin)   3.5267 eV
Energy   -20830.329 eV
M   132.6 g/mol
Gap between HOMO and LUMO   9.1395 eV

Last column: Löwdin charge in e.
Element x y z (Å)
H: -2.385 -0.878 -0.770  0.0793
C: -0.066 0.425 -1.219  -0.1159
C: 0.189 -1.006 0.645  -0.1422
C: -0.780 -0.041 -0.077  -0.6575
H: 0.708 1.074 1.178  0.0744
H: -0.060 1.583 -1.367  0.1622
H: -2.652 -0.303 0.748  0.1000
H: 1.625 1.131 0.084  0.1187
N: -2.133 -0.126 -0.171  0.0980
H: -0.266 -1.976 1.148  0.1728
Cl: -1.153 0.824 2.544  0.6783
H: -0.252 -0.248 -2.109  0.1455
C: 1.402 0.267 -0.717  -0.3036
C: -0.216 0.469 1.179  -0.6515
H: 2.056 0.524 -1.603  0.1268
H: 2.459 -0.758 0.513  0.1566
N: 1.526 -0.961 -0.007  -0.0416

The molecule C5H7BrN2, computed with the ωB97M-V functional and the def2-TZVPD basis.

Calculated values
Charge   0
Energy relative to the best compared isomer or geometry (same formula, charge and spin)   4.8365 eV
Energy   -78315.392 eV
M   175.0 g/mol
Gap between HOMO and LUMO (alpha / beta)   7.1588 / 7.1602 eV

Last column: Löwdin charge in e.
Element x y z (Å)
N: 1.240 -0.261 -0.789  0.0332
H: -0.415 1.651 -0.730  0.0487
C: -2.050 -0.969 0.505  -0.0687
C: 2.523 -0.067 -0.554  -0.3878
H: -1.378 1.749 0.852  0.0936
C: -0.955 -0.080 0.131  -0.3735
H: -2.058 1.626 -0.768  0.0923
H: -2.933 -1.038 -0.201  0.0988
H: 2.916 0.316 -1.490  0.0779
C: -1.212 1.355 -0.139  -0.0184
C: 3.144 -0.495 0.658  -0.4962
H: -2.454 -0.697 1.548  0.1032
H: -1.630 -2.068 0.627  0.1177
Br: 5.022 -0.458 0.418  0.5854
N: 0.240 -0.563 -0.068  0.0937